(1)
Density functional theory data (ωB97M-V/def2-TZVPD) for a 11-piece molecular cluster, C41H59N9O3 overall in a non-equilibrium geometry.

Gap between HOMO and LUMO = 8.23 eV
LUMO level = 0.5 eV
SMILES string = c1cc[nH]c1.c1cc[nH]c1.c1cc[nH]c1.c1cc[nH]c1.c1cc[nH]c1.c1cc[nH]c1.c1cc[nH]c1.c1cc[nH]c1.CNC(C)=O.CC(C)=O.CC(C)=O
Spin multiplicity = 1
Total energy = -63026.759 eV

```
112
Properties=species:S:1:pos:R:3:lowdin_charge:R:1
C 2.14 -2.84 -3.27 -0.11
C 1.74 -3.54 -4.41 -0.13
C 1.97 -2.77 -5.52 -0.13
N 2.50 -1.59 -5.07 0.01
C 2.65 -1.63 -3.71 -0.13
H 2.09 -3.13 -2.23 0.08
H 1.28 -4.52 -4.44 0.10
H 1.72 -2.92 -6.55 0.11
H 2.65 -0.75 -5.61 0.14
H 3.02 -0.81 -3.12 0.09
C -2.94 -0.87 -3.14 -0.11
C -2.48 0.17 -3.98 -0.11
C -1.21 -0.15 -4.41 -0.14
N -0.93 -1.40 -3.91 0.03
C -1.94 -1.82 -3.09 -0.16
H -3.84 -0.92 -2.56 0.08
H -3.02 1.08 -4.19 0.09
H -0.51 0.40 -5.00 0.10
H -0.08 -1.89 -4.11 0.10
H -1.86 -2.78 -2.61 0.10
C 0.56 6.07 0.47 -0.14
C -0.11 7.30 0.26 -0.11
C -1.43 6.98 0.00 -0.14
N -1.56 5.63 0.02 0.02
C -0.36 5.05 0.30 -0.14
H 1.60 5.96 0.71 0.08
H 0.25 8.31 0.28 0.09
H -2.29 7.57 -0.27 0.10
H -2.42 5.11 -0.10 0.10
H -0.25 3.97 0.30 0.10
C -5.09 -2.47 1.21 -0.12
C -4.56 -2.04 -0.04 -0.11
C -4.27 -3.16 -0.77 -0.13
N -4.57 -4.26 0.00 0.02
C -5.10 -3.84 1.19 -0.15
H -5.40 -1.86 2.03 0.09
H -4.37 -1.01 -0.29 0.08
H -3.91 -3.28 -1.78 0.09
H -4.38 -5.22 -0.21 0.14
H -5.29 -4.54 1.98 0.11
C 6.30 -2.32 1.01 -0.12
C 5.76 -3.45 0.35 -0.10
C 4.43 -3.15 0.12 -0.16
N 4.17 -1.95 0.70 0.01
C 5.32 -1.38 1.19 -0.12
H 7.33 -2.22 1.34 0.09
H 6.33 -4.28 -0.05 0.09
H 3.61 -3.64 -0.39 0.10
H 3.23 -1.56 0.67 0.09
H 5.21 -0.43 1.69 0.11
C 1.21 2.33 4.31 -0.13
C 1.67 3.51 3.66 -0.10
C 1.98 3.17 2.37 -0.14
N 1.78 1.82 2.22 0.04
C 1.30 1.32 3.39 -0.15
H 0.85 2.25 5.32 0.09
H 1.71 4.50 4.07 0.09
H 2.38 3.77 1.57 0.10
H 1.91 1.30 1.36 0.10
H 1.09 0.26 3.43 0.11
C 1.05 3.02 -2.70 -0.11
C 2.03 3.90 -2.18 -0.10
C 3.27 3.32 -2.37 -0.12
N 3.05 2.11 -2.98 0.00
C 1.71 1.92 -3.19 -0.17
H -0.02 3.20 -2.71 0.10
H 1.83 4.81 -1.64 0.08
H 4.28 3.60 -2.13 0.10
H 3.76 1.44 -3.19 0.13
H 1.39 1.02 -3.68 0.08
C -4.24 3.05 -1.01 -0.11
C -4.40 3.93 0.08 -0.14
C -3.70 3.41 1.16 -0.15
N -3.15 2.24 0.74 0.03
C -3.44 2.01 -0.57 -0.14
H -4.62 3.24 -2.00 0.09
H -4.88 4.90 0.07 0.10
H -3.52 3.79 2.15 0.10
H -2.45 1.66 1.22 0.09
H -3.06 1.18 -1.13 0.09
C -2.26 1.79 4.30 -0.05
N -2.24 0.33 4.31 0.03
C -2.05 -0.40 3.20 -0.53
C -2.06 -1.91 3.33 0.03
O -1.88 0.09 2.09 0.01
H -2.32 2.19 5.30 0.09
H -3.16 2.12 3.77 0.07
H -1.36 2.12 3.79 0.07
H -2.35 -0.15 5.18 0.13
H -2.34 -2.29 4.31 0.08
H -1.02 -2.20 3.14 0.07
H -2.62 -2.34 2.51 0.07
C 3.10 -5.95 1.83 -0.01
C 2.01 -4.91 1.61 -0.50
C 1.81 -3.90 2.71 -0.01
O 1.38 -4.88 0.58 0.05
H 3.98 -5.57 1.31 0.07
H 2.76 -6.90 1.41 0.09
H 3.34 -6.10 2.88 0.08
H 2.43 -3.01 2.62 0.08
H 1.90 -4.41 3.67 0.08
H 0.77 -3.55 2.67 0.06
C 0.05 0.71 -0.62 0.01
C 0.51 -0.57 0.03 -0.44
C -0.39 -1.76 -0.17 0.00
O 1.54 -0.63 0.67 0.01
H -0.24 0.59 -1.66 0.08
H 0.79 1.48 -0.48 0.07
H -0.84 0.98 -0.04 0.06
H -0.02 -2.17 -1.12 0.08
H -1.41 -1.40 -0.28 0.07
H -0.29 -2.55 0.56 0.07
```

=====

(2)
Density functional theory data (ωB97M-V/def2-TZVPD) for C25H20BaCl5I2N4 as an isolated structure in a non-equilibrium geometry.

Gap between HOMO and LUMO = 6.56 eV
LUMO level = -4.1 eV
Spin multiplicity = 1
Total energy = -111714.164 eV
Net charge = +1

```
57
Properties=species:S:1:pos:R:3:lowdin_charge:R:1
Ba -0.79 0.60 0.24 1.82
C -1.79 -0.53 3.45 -0.16
C -3.14 0.06 3.01 -0.10
C -3.75 -0.65 1.83 -0.28
C -5.02 -1.22 1.93 0.00
C -5.57 -1.85 0.82 -0.03
C -4.81 -1.92 -0.34 -0.04
C -3.56 -1.34 -0.34 -0.15
N -3.04 -0.71 0.71 -0.08
N -0.61 0.10 2.84 -0.31
C -0.30 1.34 3.54 -0.17
C 0.71 2.21 2.84 -0.30
C 1.34 3.25 3.51 0.01
C 2.24 4.06 2.84 -0.02
C 2.50 3.79 1.50 -0.03
C 1.82 2.74 0.91 -0.17
N 0.95 1.96 1.55 -0.11
C 0.54 -0.80 2.97 -0.16
C 0.36 -2.11 2.24 -0.31
C 0.55 -3.31 2.92 0.00
C 0.39 -4.50 2.23 -0.03
C 0.03 -4.44 0.89 -0.03
C -0.12 -3.20 0.30 -0.13
N 0.04 -2.06 0.96 0.00
H -1.79 -1.59 3.19 0.13
H -1.72 -0.46 4.55 0.14
H -3.03 1.11 2.76 0.07
H -3.84 0.00 3.85 0.13
H -5.57 -1.17 2.85 0.12
H -6.55 -2.29 0.87 0.12
H -5.20 -2.41 -1.23 0.11
H -2.94 -1.38 -1.23 0.11
H 0.06 1.14 4.56 0.14
H -1.22 1.92 3.62 0.08
H 1.12 3.44 4.55 0.13
H 2.73 4.88 3.34 0.12
H 3.20 4.38 0.93 0.12
H 2.00 2.48 -0.13 0.11
H 0.75 -1.01 4.03 0.14
H 1.42 -0.30 2.55 0.08
H 0.83 -3.31 3.96 0.12
H 0.52 -5.44 2.74 0.12
H -0.12 -5.35 0.32 0.11
H -0.37 -3.12 -0.75 0.11
Cl -1.27 1.93 -2.92 0.63
C -1.86 3.14 -1.85 -0.78
C -1.87 2.84 -0.49 -0.44
C -2.33 3.87 0.31 -0.75
Cl -2.36 3.61 2.01 0.73
C -2.75 5.11 -0.15 -0.71
Cl -3.27 6.34 0.93 0.68
C -2.73 5.35 -1.52 -0.71
Cl -3.25 6.87 -2.14 0.70
C -2.26 4.36 -2.39 -0.71
Cl -2.18 4.67 -4.07 0.69
I 4.08 -0.42 0.82 0.06
I 5.79 -0.88 -1.18 0.09
```

=====

(3)
Density functional theory data (ωB97M-V/def2-TZVPD) for a 3-piece molecular cluster, C16H37O7 overall.

Gap between HOMO and LUMO = 3.87 eV
LUMO level = 2.3 eV
Spin multiplicity = 1
Total energy = -31518.974 eV
Net charge = -1

```
60
Properties=species:S:1:pos:R:3:lowdin_charge:R:1
C -1.21 3.14 -3.88 -0.23
O 0.07 2.77 -4.55 -0.36
C 0.41 3.65 -5.57 -0.35
C 0.90 5.01 -5.05 -0.27
C 0.78 6.13 -6.07 -0.14
H -1.75 2.18 -3.83 -0.05
H -0.93 3.37 -2.83 -0.06
H -0.45 3.82 -6.24 0.09
H 1.22 3.17 -6.15 0.10
H 1.95 4.91 -4.73 0.10
H 0.30 5.22 -4.17 0.08
H -0.25 6.19 -6.44 0.06
H 1.05 7.10 -5.64 0.05
H 1.43 5.97 -6.94 0.06
C 0.17 1.54 -0.43 -0.12
O 0.54 0.40 -1.16 -0.21
C 1.30 0.69 -2.33 -0.19
C 2.22 -0.48 -2.62 -0.17
O 3.34 -0.62 -1.74 -0.13
C 3.09 -0.97 -0.39 -0.20
C 2.72 -2.41 -0.16 -0.21
O 1.41 -2.67 -0.61 -0.20
C 1.22 -3.96 -1.14 -0.12
H -0.59 2.13 -0.96 0.07
H -0.23 1.19 0.53 0.07
H 1.04 2.18 -0.24 0.09
H 1.88 1.61 -2.19 0.13
H 0.65 0.86 -3.19 0.11
H 2.67 -0.31 -3.60 0.13
H 1.63 -1.40 -2.65 0.12
H 2.33 -0.33 0.06 0.12
H 4.04 -0.80 0.12 0.12
H 2.79 -2.62 0.92 0.12
H 3.44 -3.07 -0.68 0.12
H 1.97 -4.19 -1.90 0.09
H 0.23 -3.98 -1.60 0.09
H 1.26 -4.74 -0.37 0.08
C -3.04 -0.95 7.39 -0.12
O -2.62 -0.84 6.05 -0.19
C -1.25 -0.56 5.91 -0.21
C -0.72 -1.06 4.59 -0.18
O -0.56 -2.46 4.53 -0.12
C -1.71 -3.23 4.20 -0.19
C -2.00 -3.29 2.71 -0.22
O -2.50 -2.06 2.24 -0.20
C -2.10 -1.75 0.92 -0.09
H -3.00 0.02 7.91 0.09
H -4.07 -1.30 7.39 0.09
H -2.42 -1.66 7.95 0.09
H -0.68 -1.02 6.73 0.12
H -1.08 0.53 5.95 0.13
H 0.29 -0.66 4.48 0.13
H -1.33 -0.68 3.76 0.12
H -2.59 -2.88 4.74 0.12
H -1.47 -4.25 4.52 0.12
H -2.73 -4.09 2.54 0.13
H -1.07 -3.55 2.18 0.12
H -1.01 -1.85 0.81 0.08
H -2.38 -0.72 0.72 0.09
H -2.59 -2.40 0.19 0.09
```